No. 1
The following is a DFT calculation (ωB97M-V/def2-TZVPD) of C35H59N4O9PtS4 as an isolated structure.

Structure (ORCA input):
```
! wB97M-V def2-TZVPD RIJCOSX def2/J DEFGRID3
* xyz 1 3
Pt -13.52 10.84 11.98
C -16.41 4.52 11.93
C -16.26 5.79 10.98
C -17.54 5.94 10.19
O -15.88 6.92 11.75
H -17.32 4.42 12.52
H -15.64 4.54 12.69
H -16.24 3.63 11.32
H -15.43 5.63 10.30
H -17.45 6.90 9.68
H -18.38 5.98 10.88
H -17.74 5.17 9.44
C -10.85 -3.57 12.90
C -11.86 -2.43 13.25
C -11.49 -1.20 12.40
S -11.32 -1.92 10.63
O -10.20 -1.45 9.82
O -12.66 -1.95 10.12
C -10.77 -3.60 11.34
H -11.25 -4.50 13.30
H -9.82 -3.40 13.23
H -11.90 -2.17 14.31
H -12.87 -2.74 12.99
H -10.47 -0.81 12.51
H -12.20 -0.37 12.46
H -9.88 -4.04 10.88
H -11.52 -4.32 11.01
C -8.56 5.09 13.17
C -8.02 6.22 14.16
C -7.38 7.30 13.33
S -8.34 7.40 11.81
O -7.42 7.72 10.74
O -9.65 8.08 11.91
C -8.67 5.61 11.79
H -9.50 4.83 13.65
H -7.85 4.26 13.15
H -7.30 5.70 14.79
H -8.81 6.70 14.74
H -6.46 6.82 13.02
H -7.18 8.29 13.74
H -7.80 5.20 11.28
H -9.58 5.38 11.23
C -21.17 8.91 18.85
C -20.67 7.98 17.74
C -19.43 8.65 17.06
S -18.52 9.36 18.39
O -17.96 10.76 18.15
O -17.67 8.32 18.87
C -19.92 9.54 19.59
H -21.87 8.35 19.48
H -21.84 9.71 18.54
H -21.47 7.85 17.00
H -20.38 7.03 18.19
H -19.88 9.42 16.43
H -18.68 8.18 16.42
H -19.97 10.62 19.66
H -19.77 9.10 20.58
C -14.48 9.05 3.91
C -12.98 9.21 4.20
C -12.72 9.62 5.67
S -14.09 10.86 5.88
O -13.47 12.09 5.31
O -14.53 10.81 7.28
C -15.28 10.12 4.73
H -14.82 8.04 4.17
H -14.73 9.03 2.84
H -12.73 10.00 3.49
H -12.46 8.35 3.79
H -11.78 10.03 6.05
H -13.19 8.93 6.36
H -15.85 10.95 4.30
H -15.91 9.56 5.42
N -24.27 10.48 11.16
C -25.10 10.53 12.26
C -25.29 9.20 12.77
C -24.40 8.42 12.00
C -23.99 9.15 10.89
H -24.16 11.19 10.45
H -25.62 11.46 12.39
H -25.83 8.86 13.65
H -24.25 7.36 12.13
H -23.50 8.89 9.96
N -21.77 -0.29 12.74
C -22.69 -1.31 12.51
C -23.37 -0.87 11.46
C -22.83 0.34 10.93
C -21.84 0.61 11.73
H -21.17 -0.14 13.54
H -22.82 -2.16 13.17
H -24.19 -1.50 11.15
H -23.25 0.92 10.12
H -21.17 1.44 11.88
N -13.10 1.89 4.19
C -14.39 2.10 4.64
C -15.13 2.37 3.57
C -14.27 2.60 2.42
C -12.98 2.14 2.84
H -12.27 1.78 4.76
H -14.45 1.96 5.71
H -16.18 2.59 3.72
H -14.60 2.93 1.45
H -12.00 2.13 2.39
N -17.38 -0.32 17.60
C -18.13 0.81 17.88
C -19.39 0.40 18.14
C -19.41 -1.01 17.87
C -18.12 -1.46 17.59
H -16.38 -0.40 17.49
H -17.67 1.77 18.04
H -20.19 1.03 18.49
H -20.27 -1.67 17.93
H -17.69 -2.45 17.56
*
```

Orbital gap (alpha / beta): 1.52 / 1.44 eV
DFT total energy: -108205.8638 eV
E_HOMO (alpha / beta): -9.408 / -9.407 eV

No. 2
The following is a DFT calculation (ωB97M-V/def2-TZVPD) of C35H60BN8RuSTe as an isolated structure.

Structure (ORCA input):
```
! wB97M-V def2-TZVPD RIJCOSX def2/J DEFGRID3
* xyz 2 2
Ru 0.26 0.76 -0.33
C -2.43 3.91 2.48
C -1.57 3.07 1.54
C -0.08 3.28 1.82
C -1.91 1.61 1.64
C -2.92 1.00 2.37
C -2.78 -0.36 2.16
C -3.78 -1.38 2.66
C -3.23 -2.63 3.35
C -4.75 -1.72 1.53
N -1.71 -0.55 1.36
N -1.21 0.66 1.01
B -0.93 -1.83 0.91
N 0.57 -1.64 1.34
N 1.21 -0.47 1.01
C 2.43 -0.50 1.55
C 2.60 -1.70 2.22
C 1.41 -2.40 2.07
C 1.20 -3.81 2.54
C 0.03 -4.02 3.50
C 1.12 -4.76 1.33
C 3.44 0.59 1.32
C 4.05 0.44 -0.07
C 4.54 0.55 2.38
N -0.93 -1.93 -0.64
N -0.35 -0.88 -1.30
C -0.39 -1.14 -2.61
C -1.02 -2.35 -2.81
C -1.36 -2.83 -1.55
C -2.00 -4.19 -1.36
C -2.57 -4.57 -0.01
C -1.03 -5.28 -1.85
C 0.26 -0.25 -3.64
C 1.67 0.12 -3.19
C 0.27 -0.90 -5.02
H -2.17 4.96 2.39
H -3.49 3.81 2.25
H -2.28 3.62 3.52
H -1.78 3.40 0.52
H 0.17 2.98 2.83
H 0.55 2.69 1.14
H 0.18 4.33 1.69
H -3.67 1.47 2.98
H -4.34 -0.83 3.42
H -2.97 -3.40 2.63
H -2.35 -2.40 3.95
H -3.99 -3.04 4.01
H -4.21 -2.00 0.62
H -5.40 -2.55 1.82
H -5.39 -0.87 1.28
H -1.38 -2.78 1.42
H 3.47 -2.04 2.77
H 2.12 -4.05 3.08
H -0.91 -4.13 2.98
H 0.20 -4.94 4.07
H -0.06 -3.20 4.21
H 0.33 -4.43 0.65
H 2.06 -4.77 0.78
H 0.89 -5.77 1.66
H 2.90 1.54 1.40
H 4.46 -0.56 -0.20
H 3.30 0.59 -0.86
H 4.87 1.15 -0.22
H 5.14 -0.36 2.27
H 5.22 1.40 2.26
H 4.14 0.57 3.39
H -1.22 -2.84 -3.74
H -2.83 -4.18 -2.07
H -1.80 -4.77 0.73
H -3.24 -3.81 0.39
H -3.15 -5.49 -0.13
H -0.12 -5.29 -1.25
H -1.50 -6.25 -1.77
H -0.74 -5.12 -2.89
H -0.32 0.68 -3.71
H 2.28 -0.78 -3.05
H 2.16 0.76 -3.92
H 1.67 0.66 -2.22
H 0.82 -1.85 -5.00
H -0.74 -1.09 -5.37
H 0.76 -0.24 -5.74
Te -0.81 2.61 -1.84
C -2.84 2.53 -2.25
C -3.54 1.55 -2.90
C -4.92 1.87 -3.01
C -5.23 3.07 -2.44
S -3.86 3.83 -1.77
H -3.10 0.65 -3.28
H -5.65 1.24 -3.49
H -6.20 3.54 -2.37
N 4.61 5.11 -1.37
C 3.79 5.30 -0.12
C 3.16 3.97 0.25
N 2.35 3.38 -0.82
C 3.11 3.29 -2.06
C 3.74 4.60 -2.49
H 5.35 4.43 -1.18
H 5.08 5.98 -1.64
H 3.05 6.06 -0.34
H 4.45 5.67 0.67
H 2.54 4.11 1.14
H 3.94 3.25 0.51
H 1.51 3.94 -0.97
H 2.44 2.96 -2.86
H 3.88 2.52 -1.94
H 2.99 5.37 -2.68
H 4.37 4.49 -3.38
*
```

Orbital gap (alpha / beta): 7.60 / 5.84 eV
DFT total energy: -70565.7866 eV
E_HOMO (alpha / beta): -12.583 / -12.701 eV

No. 3
The following is a DFT calculation (ωB97M-V/def2-TZVPD) of C35H61AsF3IO22PS as an isolated structure.

Structure (ORCA input):
```
! wB97M-V def2-TZVPD RIJCOSX def2/J DEFGRID3
* xyz -1 1
C -1.25 -4.77 -2.04
C -0.86 -3.97 -3.28
C -0.93 -2.44 -3.18
C 0.09 -1.69 -2.31
C 1.34 -2.53 -2.07
As -0.70 -0.52 -0.71
S -2.49 -2.17 -0.36
C -1.82 0.42 -2.16
C -2.40 1.84 -1.98
C -1.47 2.97 -1.51
C -0.82 3.73 -2.64
O -0.15 4.92 -2.23
C -1.40 0.69 0.79
C -2.19 0.08 1.94
C -2.22 1.06 3.11
O -3.08 0.62 4.16
C -2.50 -0.36 5.00
C 0.92 0.71 -1.09
C 1.74 1.39 -0.01
O 2.88 0.56 0.29
C 3.98 1.32 0.67
C 5.07 0.37 1.13
F 4.63 -0.54 2.04
F 5.55 -0.35 0.09
F 6.14 1.04 1.67
P 0.77 -1.83 0.87
O -0.14 -3.11 1.38
I 1.10 -0.69 3.08
H -2.32 -4.70 -1.85
H -0.71 -4.46 -1.14
H -1.02 -5.84 -2.20
H 0.10 -4.30 -3.68
H -1.59 -4.23 -4.06
H -1.97 -2.18 -2.98
H -0.76 -2.10 -4.22
H 0.46 -0.87 -2.93
H 1.74 -2.85 -3.05
H 2.14 -1.96 -1.60
H 1.16 -3.45 -1.51
H -3.61 -1.47 -0.53
H -2.69 -0.23 -2.32
H -1.28 0.38 -3.11
H -2.82 2.15 -2.95
H -3.26 1.80 -1.32
H -2.08 3.70 -0.96
H -0.71 2.62 -0.82
H -0.12 3.09 -3.19
H -1.60 4.04 -3.35
H 0.05 4.84 -1.29
H -0.57 1.23 1.25
H -2.04 1.47 0.38
H -3.22 -0.08 1.66
H -1.73 -0.85 2.28
H -1.22 1.24 3.50
H -2.62 2.02 2.78
H -2.41 0.02 6.02
H -1.50 -0.64 4.64
H -3.12 -1.26 5.00
H 0.60 1.46 -1.82
H 1.66 0.11 -1.63
H 1.23 1.60 0.92
H 2.13 2.35 -0.39
H 3.75 2.02 1.48
H 4.37 1.88 -0.19
H 0.42 -3.89 1.36
C -5.30 -5.50 -6.38
C -3.86 -5.54 -6.84
O -3.42 -4.21 -6.57
C -4.20 -3.69 -5.59
O -3.99 -2.68 -5.01
O -5.27 -4.50 -5.36
H -5.65 -6.44 -5.96
H -5.98 -5.18 -7.17
H -3.25 -6.23 -6.26
H -3.74 -5.75 -7.90
C -7.02 -2.07 3.72
C -6.68 -0.91 2.79
O -5.76 -1.52 1.88
C -5.95 -2.85 1.87
O -5.46 -3.61 1.11
O -6.82 -3.20 2.87
H -8.04 -2.06 4.09
H -6.33 -2.14 4.56
H -7.56 -0.57 2.23
H -6.21 -0.07 3.29
C 5.28 6.34 2.17
C 5.37 4.85 1.92
O 4.00 4.49 1.76
C 3.29 5.58 1.38
O 2.17 5.57 1.00
O 4.06 6.69 1.49
H 6.11 6.90 1.76
H 5.17 6.58 3.23
H 5.89 4.61 0.99
H 5.82 4.29 2.74
C 7.87 1.51 -1.01
C 8.49 1.30 -2.38
O 7.94 2.39 -3.12
C 7.59 3.37 -2.26
O 7.29 4.48 -2.58
O 7.67 2.93 -0.99
H 8.53 1.22 -0.19
H 6.92 1.00 -0.88
H 9.57 1.40 -2.37
H 8.22 0.35 -2.84
C 9.95 5.24 1.22
C 9.49 6.65 0.85
O 8.72 7.01 2.00
C 9.13 6.27 3.06
O 8.79 6.45 4.18
O 9.97 5.30 2.65
H 10.93 4.99 0.84
H 9.23 4.48 0.91
H 10.32 7.34 0.75
H 8.87 6.69 -0.04
C -9.21 -5.66 3.08
C -9.73 -6.67 4.08
O -9.98 -5.86 5.23
C -10.17 -4.58 4.83
O -10.55 -3.71 5.53
O -9.85 -4.45 3.52
H -9.48 -5.86 2.05
H -8.13 -5.51 3.14
H -10.67 -7.13 3.76
H -9.02 -7.45 4.32
*
```

Orbital gap: 5.03 eV
DFT total energy: -179544.2874 eV
E_HOMO: -3.449 eV

No. 4
The following is a DFT calculation (ωB97M-V/def2-TZVPD) of C35H61N10SeSi4Ti as an isolated structure.

Structure (ORCA input):
```
! wB97M-V def2-TZVPD RIJCOSX def2/J DEFGRID3
* xyz -1 3
Ti 13.66 9.60 13.85
N 9.44 10.01 11.50
C 10.18 10.63 12.42
N 11.35 9.97 12.62
C 11.17 8.85 11.89
N 10.01 8.82 11.19
C 12.16 7.73 11.82
C 12.19 6.77 10.86
N 13.12 5.79 10.88
C 14.06 5.78 11.84
C 14.14 6.83 12.76
N 13.25 7.82 12.67
H 8.49 10.25 11.19
H 9.91 11.52 12.92
H 11.39 6.75 10.11
H 14.72 4.92 11.82
H 14.84 6.87 13.57
N 13.26 11.78 13.72
C 13.55 12.33 12.36
C 14.82 11.69 11.88
N 14.70 10.23 11.78
H 12.25 11.93 13.90
H 13.71 12.37 14.44
H 13.57 13.45 12.38
H 12.67 12.02 11.80
H 15.65 11.95 12.58
H 15.12 12.16 10.96
H 15.63 9.76 11.83
H 14.18 9.91 10.91
Se 11.40 6.92 15.11
N 12.37 8.95 15.16
C 11.66 9.66 16.05
C 11.81 11.01 16.42
C 10.76 11.62 17.13
C 9.70 10.92 17.72
C 9.56 9.54 17.49
C 10.55 8.90 16.66
N 10.31 7.66 16.26
H 12.69 11.62 16.10
H 10.76 12.74 17.17
H 8.92 11.40 18.34
H 8.83 8.88 17.97
C 14.76 8.71 17.72
C 15.82 7.66 17.34
C 15.15 6.30 17.08
C 16.70 8.10 16.22
C 17.92 7.42 16.04
C 18.93 7.87 15.24
C 18.87 9.11 14.66
C 17.66 9.90 14.77
C 17.79 11.38 14.59
C 18.26 11.69 13.13
C 16.62 12.23 15.06
C 16.44 9.25 15.30
N 15.27 9.56 14.72
H 13.98 8.28 18.35
H 14.26 8.97 16.77
H 15.18 9.64 18.22
H 16.58 7.64 18.09
H 15.42 5.87 16.14
H 14.00 6.44 16.95
H 15.44 5.58 17.88
H 18.05 6.46 16.55
H 19.73 7.15 14.94
H 19.76 9.53 14.19
H 18.68 11.55 15.15
H 17.51 11.54 12.35
H 19.13 11.05 12.88
H 18.61 12.75 13.10
H 17.08 13.26 15.18
H 16.21 11.82 16.01
H 15.80 12.29 14.33
C 9.87 16.80 11.65
Si 10.64 16.54 9.98
C 9.94 18.09 9.09
C 12.56 16.68 10.17
Si 9.93 14.49 8.98
Si 10.66 14.29 6.68
C 9.53 15.45 5.68
C 12.47 14.98 6.92
C 10.58 12.51 6.20
Si 7.54 14.23 9.05
C 6.85 14.34 10.80
C 7.18 12.50 8.39
C 6.63 15.45 7.95
H 10.51 17.53 12.20
H 9.80 15.84 12.24
H 8.85 17.15 11.54
H 9.22 18.65 9.73
H 9.33 17.85 8.18
H 10.79 18.74 8.88
H 13.10 17.25 9.42
H 13.06 15.67 10.05
H 12.77 16.99 11.17
H 8.92 16.07 6.37
H 8.89 14.98 4.86
H 10.24 16.16 5.19
H 12.54 16.00 7.41
H 12.90 15.09 5.94
H 13.01 14.20 7.53
H 10.28 11.85 7.03
H 11.53 12.13 5.90
H 9.98 12.37 5.28
H 7.20 13.46 11.38
H 5.77 14.33 10.68
H 7.19 15.21 11.39
H 7.33 11.65 9.12
H 7.72 12.21 7.49
H 6.12 12.68 8.17
H 6.09 14.88 7.21
H 7.23 16.13 7.36
H 5.91 16.06 8.50
*
```

Orbital gap (alpha / beta): 3.38 / 3.50 eV
DFT total energy: -172156.8677 eV
E_HOMO (alpha / beta): -2.627 / -2.627 eV